Record 1
Formula: C6H14N2O2
Source: the Open Molecules 2025 dataset
Level of theory: ωB97M-V/def2-TZVPD

The geometry in XYZ format:
```
24
C6H14N2O2 (ωB97M-V/def2-TZVPD)
H 0.93744 -1.58488 -2.60034
H 1.67576 -2.27842 -0.11590
H 1.17313 0.14025 1.53158
C -2.93933 -0.64161 0.87987
H 2.57442 -1.89289 -2.87006
H 0.21924 2.84990 2.11621
H 2.84160 -1.02887 -0.78426
N 1.70390 -2.05916 -2.25473
H -3.66051 -0.28258 0.17406
C 0.66948 0.34588 0.62984
H -3.07884 -0.44057 1.84127
N -0.14276 1.58236 0.47934
C 1.91017 -1.50080 -0.84843
H 1.55700 -3.17371 -2.21643
H -0.64170 3.57942 0.63893
H -2.79561 -1.71247 0.98510
H -0.93504 0.34491 2.04038
O 0.05762 -0.02986 -1.58192
H 0.99477 3.37872 0.90258
H -0.42067 1.65979 -0.58338
C 0.83641 -0.41972 -0.68570
C 0.03036 2.92477 1.11525
C -0.78236 0.38495 0.96959
O -1.78449 -0.14544 0.23713
```

The calculation puts the energy at -496.263341 Ha. The SMILES is CO[C@H]1[C@@H](C(=O)C[NH3+])[N@@H+]1C. The calculation puts the HOMO energy at -17.7 eV. The calculation puts the HOMO-LUMO gap at 9.886 eV. Its net charge is +2.

***

Record 2
Formula: C6H14N3
Source: the Open Molecules 2025 dataset
Level of theory: ωB97M-V/def2-TZVPD

The geometry in XYZ format:
```
23
C6H14N3 (ωB97M-V/def2-TZVPD)
N -0.60492 1.57761 0.03381
C 2.13569 -0.32946 1.26611
H -0.17488 -1.48995 -0.70284
N -2.64368 0.24760 0.01796
H 2.92674 0.34236 1.38097
H -3.03802 -1.65049 -0.79901
H -2.65681 -1.59106 1.09082
H 2.61045 -1.25610 1.13880
H 1.28766 -0.28629 -2.18426
N 0.01031 -0.87564 0.19152
C 1.96665 -0.39786 -1.29487
C -3.17868 -1.10683 0.21202
C 0.92822 1.48961 0.02053
H 2.81572 0.21717 -1.46658
H -3.20133 1.14127 -0.02307
H -4.30773 -1.07893 0.51074
H 2.23405 -1.46525 -1.20600
H -0.96952 2.61850 -0.16519
C -1.34141 0.50249 0.01120
C 1.25221 -0.03110 0.05669
H 1.17886 1.85709 -1.04888
H 1.33016 -0.34830 2.08198
H 1.44025 1.91357 0.87755
```

The calculation puts the energy at -400.943872 Ha. The calculation puts the HOMO energy at -14.0 eV. The value obtained for the energy above the lowest of the compared OMol25 structures with the same formula, charge and spin is 66.8 kcal per mole. The calculation puts the HOMO-LUMO gap at 10.432 eV. Its net charge is +1.

***

Record 3
Formula: C6H14N3O
Source: the Open Molecules 2025 dataset
Level of theory: ωB97M-V/def2-TZVPD

The geometry in XYZ format:
```
24
C6H14N3O (ωB97M-V/def2-TZVPD)
H -0.10170 -2.87296 1.25874
C -0.81910 -2.16553 0.93848
C -0.33642 -0.05909 -0.47645
H -0.58653 1.85509 0.11098
C 0.05120 0.49374 -1.80628
C 0.59105 1.15992 1.59303
C -0.01838 -2.28836 -1.34422
H 0.75912 -1.90301 -1.98224
H 0.71582 3.19258 1.31928
H 1.49844 0.89391 1.10628
O -0.58359 0.11159 -2.75785
H -1.49214 0.80650 1.10057
H 1.23406 2.12618 -1.20411
C -0.49415 0.92576 0.50891
H 0.21863 2.81720 2.94741
H -1.60673 -2.76898 0.53410
H 0.67175 1.99181 -2.80627
H 0.29401 -3.31805 -1.10528
N -0.21965 -1.38138 -0.22789
N 0.91306 1.53816 -1.92831
N 0.60537 2.46416 2.09912
H -0.93860 -1.40567 1.68193
H 0.56274 0.36173 2.38978
H -0.91827 -2.57531 -1.94968
```

The calculation puts the energy at -476.218373 Ha. The SMILES is C[N+](C)=C(CCN)C(N)=O. The calculation puts the HOMO energy at -13.0 eV. The value obtained for the energy above the lowest of the compared OMol25 structures with the same formula, charge and spin is 26.8 kcal per mole. The calculation puts the HOMO-LUMO gap at 7.906 eV. Its net charge is +1.

***

Record 4
Formula: C6H14N3O
Source: the Open Molecules 2025 dataset
Level of theory: ωB97M-V/def2-TZVPD

The geometry in XYZ format:
```
24
C6H14N3O (ωB97M-V/def2-TZVPD)
H -2.46069 -2.20388 0.31330
H -1.28919 3.17911 -1.01903
H 2.29265 -0.03455 -1.53178
C -2.67149 -0.24542 0.44236
C 1.44481 0.62480 0.49896
H 1.75686 0.33216 1.49076
C 1.87498 -0.98230 -1.33555
H 0.67116 1.34938 0.56477
C 2.92957 -2.00729 -0.85873
H 2.39434 1.14281 0.05152
N -1.71853 0.31595 -0.38332
C -2.06775 2.94810 -0.34906
H 1.27812 -1.35827 -2.07517
H -4.10694 1.29223 1.15191
O 0.98406 -0.39537 -0.25181
H -3.81198 -1.60484 1.25699
N -3.08064 -1.47863 0.58754
N -3.23281 0.97118 0.70466
H -2.69847 3.63130 0.12276
H 3.51629 -2.26019 -1.71550
H 2.34654 -2.89999 -0.42518
H -0.75615 0.24605 -0.51128
C -2.30050 1.66047 -0.12873
H 3.60044 -1.57221 -0.10805
```

The calculation puts the energy at -476.193356 Ha. The calculation puts the HOMO energy at -13.1 eV. The value obtained for the energy above the lowest of the compared OMol25 structures with the same formula, charge and spin is 42.5 kcal per mole. The calculation puts the HOMO-LUMO gap at 9.763 eV. Its net charge is +1.

***

Record 5
Formula: C6H14N3Sn
Source: the Open Molecules 2025 dataset
Level of theory: ωB97M-V/def2-TZVPD

The geometry in XYZ format:
```
24
C6H14N3Sn (ωB97M-V/def2-TZVPD)
Sn -1.11698 0.81747 -1.60493
H -0.07107 0.99528 -4.17930
H -0.80886 -1.91304 0.18047
H 0.35474 -1.27711 -3.38002
C 0.72862 0.92922 0.95045
C -0.07306 -1.39611 2.19210
H 0.00130 1.64893 -1.93701
C -0.30732 -1.17337 0.83478
H 1.23749 -0.84977 -2.04569
H 0.10271 -2.03725 -1.92901
H -2.27261 1.38011 -0.54517
H -1.22490 2.41143 -3.76283
H -1.89228 0.64402 -3.89273
N 0.70393 -0.57252 4.27320
H 1.12824 0.17843 4.82368
H 0.99529 1.85592 0.39344
H 0.38148 -1.31499 4.75083
C -1.01424 1.29676 -3.65131
N 0.30082 -1.12919 -2.36706
H -0.33946 -2.35044 2.62462
H 1.56690 1.51843 2.82427
C 0.54875 -0.39128 2.97731
C 0.99744 0.74258 2.29353
N 0.07305 -0.01349 0.17636
```

The calculation puts the energy at -615.345526 Ha. The calculation puts the HOMO energy (alpha / beta) at 0.0 / -0.6 eV. The value obtained for the energy above the lowest of the compared OMol25 structures with the same formula, charge and spin is 29.6 kcal per mole. The calculation puts the HOMO-LUMO gap (alpha / beta) at 3.563 / 4.295 eV. Its net charge is -1.

***

Record 6
Formula: C6H14N4
Source: the Open Molecules 2025 dataset
Level of theory: ωB97M-V/def2-TZVPD

The geometry in XYZ format:
```
24
C6H14N4 (ωB97M-V/def2-TZVPD)
H -0.03149 -0.07016 -1.24783
C 1.40990 0.29328 -1.58625
N 0.98113 0.42758 0.82851
H 2.46711 0.08627 2.10215
H 2.73558 -1.48552 0.83049
H -1.46433 1.93112 -1.37535
C -1.97241 1.18932 -0.75028
C -1.29789 -0.14641 -0.84963
H -3.02027 1.15775 -1.06009
H 1.06389 0.65830 2.77721
N 2.79975 -1.05182 -0.08610
C -0.20452 -0.51835 1.08863
N 1.72586 0.77472 2.00669
H 1.22281 1.36238 -1.65778
C -1.93014 -1.24642 -1.26765
N -0.94325 -0.11177 2.04648
C 1.93477 -0.17569 -0.36889
H -1.94668 1.55418 0.28241
H -1.42180 -2.20523 -1.32313
H -2.98314 -1.25546 -1.54054
H 1.86288 -0.11702 -2.48057
H -1.62086 -0.80928 2.33770
H 0.04773 -1.54048 0.81392
H 0.58536 1.29869 0.47992
```

The calculation puts the energy at -455.806949 Ha. The calculation puts the HOMO energy (alpha / beta) at -7.2 / -7.2 eV. The value obtained for the energy above the lowest of the compared OMol25 structures with the same formula, charge and spin is 145.6 kcal per mole. The calculation puts the HOMO-LUMO gap (alpha / beta) at 7.387 / 7.386 eV.

***

Record 7
Formula: C6H14N4
Source: the Open Molecules 2025 dataset
Level of theory: ωB97M-V/def2-TZVPD

The geometry in XYZ format:
```
24
C6H14N4 (ωB97M-V/def2-TZVPD)
C -1.99933 0.31263 -1.14772
H -1.58167 1.28454 2.12138
H -4.90232 -1.50414 -1.17043
H 2.77093 0.18764 -1.42097
N -4.07245 -0.89395 -0.78414
N 0.65233 -0.42614 0.20511
C 1.94090 0.85440 1.97819
H 2.46898 0.02955 2.44938
C 1.71172 0.48892 0.47782
H 3.48875 -0.76064 -0.05192
H 1.88152 -1.74972 -0.79974
C -1.68355 0.63293 0.14017
H 0.96269 0.91428 2.35405
H 2.57105 1.83149 2.02513
C -3.07560 -0.46855 -1.54709
H -4.14430 -0.75603 0.25316
C 2.92940 0.17932 -0.34714
H -3.08277 -0.79619 -2.60766
H 0.13179 -2.06225 -0.71834
H 3.68033 0.98316 -0.26835
H 1.20248 1.40497 0.18010
N -1.43007 1.14127 1.16088
N 0.94013 -1.49478 -0.52404
H -1.36096 0.66731 -1.95784
```

The calculation puts the energy at -455.291856 Ha. The calculation puts the HOMO energy at -17.1 eV. The value obtained for the energy above the lowest of the compared OMol25 structures with the same formula, charge and spin is 111.1 kcal per mole. The calculation puts the HOMO-LUMO gap at 7.507 eV. Its net charge is +2.

***

Record 8
Formula: C6H14N4O3Si
Source: the Open Molecules 2025 dataset
Level of theory: ωB97M-V/def2-TZVPD

The geometry in XYZ format:
```
28
C6H14N4O3Si (ωB97M-V/def2-TZVPD)
Si -0.40509 0.03837 -0.01988
N -1.01694 -1.60844 -0.01506
C 1.91090 0.22678 -1.36662
H 2.68264 1.99697 -0.46108
H 0.47264 0.43874 2.53522
H 3.74366 0.50561 -0.24797
O -3.14559 0.10401 1.06106
H -2.03074 -3.63173 -0.50143
H 2.79389 1.06655 1.94041
O 0.87219 -2.64245 -0.91856
H 2.29407 -0.57051 1.30447
H -4.67996 0.92243 -1.36398
N -2.25137 0.86567 -0.85268
C 2.63996 0.93728 -0.29897
N -4.53420 1.09088 -0.42214
H -2.30459 1.12188 -1.77500
C 2.18043 0.58964 1.12210
C -0.18591 -2.65093 -0.38553
H 2.18864 0.60949 -2.36122
H 0.50781 2.00004 1.49580
H -5.42548 0.89004 0.15344
C 0.62517 0.85562 1.50177
H -1.89681 -1.86212 0.30484
H -0.83719 -4.74625 -0.78476
N -1.02391 -3.88693 -0.26567
H 2.15774 -0.89636 -1.32277
C -3.27670 0.62160 -0.03718
O 0.50458 0.31209 -1.33078
```

The calculation puts the energy at -971.354171 Ha. The SMILES is NC(=O)N[Si]1(NC(N)=O)CCCCO1. The calculation puts the HOMO energy at -9.4 eV. The value obtained for the energy above the lowest of the compared OMol25 structures with the same formula, charge and spin is 27.4 kcal per mole. The calculation puts the HOMO-LUMO gap at 10.037 eV.

***

Record 9
Formula: C6H14N4S2
Source: the Open Molecules 2025 dataset
Level of theory: ωB97M-V/def2-TZVPD

The geometry in XYZ format:
```
26
C6H14N4S2 (ωB97M-V/def2-TZVPD)
S 2.87081 0.81344 -0.35769
H 3.58155 -1.07433 -1.45433
C -3.65121 -0.40534 -0.00718
H 1.75219 2.49477 1.23913
C -0.57435 -0.70047 -0.18994
H -2.60915 -1.94310 -1.00735
H -4.35721 1.39770 0.56149
N 2.82599 -1.23583 1.53213
H -0.44401 -1.70333 -0.63245
N -4.82125 0.25780 0.42217
H -5.54859 0.11784 -0.28438
H 3.30529 -0.46157 1.98206
N -3.43819 -1.21594 -1.01536
H -0.58202 2.26933 0.07031
H -0.84433 0.46816 -1.81202
C 1.54224 1.47854 0.66017
N 3.25681 -1.82440 -0.74589
C -0.07216 0.37491 -0.96158
H 0.60396 2.36954 -1.14730
C 0.25873 1.76983 -0.27980
C 3.02122 -0.96230 0.16622
H 3.35965 -2.17180 1.73191
H 0.81391 0.08448 -1.60041
H 0.24094 -0.78678 0.71023
S -2.03911 -0.19241 0.92588
H 1.54831 0.78125 1.49398
```

The calculation puts the energy at -1252.267369 Ha. The SMILES is [H]/N=C(/N)SCCCCS/C(N)=N\[H]. The calculation puts the HOMO energy at -8.7 eV. The value obtained for the energy above the lowest of the compared OMol25 structures with the same formula, charge and spin is 103.1 kcal per mole. The calculation puts the HOMO-LUMO gap at 9.275 eV.

***

Record 10
Formula: C6H14N5
Source: the Open Molecules 2025 dataset
Level of theory: ωB97M-V/def2-TZVPD

The geometry in XYZ format:
```
25
C6H14N5 (ωB97M-V/def2-TZVPD)
C 0.78397 0.69858 -2.33144
H -2.19473 -1.57550 0.91115
H -0.33850 0.89248 0.16960
H -2.05044 -1.44322 2.58115
C 0.40848 -2.83495 1.39780
H 2.92906 -0.85939 1.57408
C 1.99021 -1.31995 1.35775
H 0.51820 -0.34708 -2.49687
C -0.12593 -1.61025 1.64847
N 0.87738 -0.65492 1.51859
H 0.10493 -3.87430 1.36249
N 1.74693 -2.64874 1.22483
H 1.28507 0.83009 -1.39524
N -0.38014 1.57645 -2.43819
H -2.20831 3.64982 -0.83412
H -0.95986 2.32459 0.64365
H -0.87182 1.65514 -3.31170
N -1.68108 3.25228 -1.58765
H 1.43157 0.96040 -3.13172
C -0.88123 2.19416 -1.37277
H 2.49584 -3.30476 1.09678
H -1.71153 -0.07822 1.52559
N -0.55014 1.83202 -0.14803
C -1.53045 -1.14287 1.66922
H -1.47823 3.76929 -2.42338
```

The calculation puts the energy at -510.603470 Ha. The calculation puts the HOMO energy at -11.5 eV. The value obtained for the energy above the lowest of the compared OMol25 structures with the same formula, charge and spin is 9.2 kcal per mole. The calculation puts the HOMO-LUMO gap at 8.808 eV. Its net charge is +1.